C40H65AlBaF15N5O20S5 as an isolated structure in a non-equilibrium geometry, computed with ωB97M-V/def2-TZVPD.

Geometry (Å):
Ba 2.643 2.820 2.499
Al 0.010 -0.498 2.335
C -2.571 -6.789 2.908
F -3.433 -6.396 3.873
F -2.041 -7.992 3.382
F -3.246 -7.059 1.798
S -1.152 -5.647 2.649
O -0.362 -6.353 1.671
O -1.841 -4.529 2.146
O -0.454 -5.561 3.915
C -0.071 2.162 6.337
F -0.181 3.473 5.959
F 0.681 2.293 7.503
F -1.300 1.651 6.471
S 1.203 1.297 5.349
O 0.407 0.851 4.173
O 2.129 2.431 4.983
O 1.840 0.304 6.238
C 3.931 7.642 0.858
F 3.023 8.293 0.056
F 5.062 7.314 0.163
F 4.304 8.563 1.739
S 2.978 6.154 1.626
O 2.668 5.330 0.490
O 3.849 5.581 2.588
O 1.857 6.829 2.229
C -0.231 1.045 -1.328
F -0.632 -0.251 -1.516
F 1.075 1.098 -1.225
F -0.739 1.816 -2.307
S -0.739 1.847 0.336
O -0.411 3.185 0.254
O -2.179 1.480 0.444
O 0.317 1.149 1.295
C 3.565 -2.660 1.736
F 2.644 -2.569 0.799
F 3.621 -3.808 2.429
F 4.887 -2.510 1.339
S 2.987 -1.304 2.915
O 1.516 -1.186 2.877
O 3.453 -1.846 4.144
O 3.480 -0.006 2.403
C -1.917 -6.067 -7.048
C -1.910 -4.545 -7.295
C -1.605 -3.663 -6.078
C -0.282 -4.043 -5.573
N 0.666 -4.463 -5.081
H -0.953 -6.295 -6.627
H -1.991 -6.586 -8.003
H -2.758 -6.311 -6.398
H -2.865 -4.211 -7.647
H -1.089 -4.348 -7.998
H -2.424 -3.671 -5.289
H -1.403 -2.570 -6.294
C -2.147 -3.964 -2.116
C -1.431 -4.695 -1.066
C -0.286 -3.683 -0.645
C -0.533 -2.700 0.401
N -0.426 -1.780 1.048
H -2.145 -2.885 -1.882
H -3.035 -4.538 -2.386
H -1.562 -3.947 -3.017
H -1.057 -5.617 -1.409
H -1.952 -4.789 -0.047
H -0.044 -3.098 -1.519
H 0.638 -4.134 -0.232
C -1.607 -3.547 6.051
C -3.023 -3.027 5.758
C -2.972 -1.544 5.420
C -2.083 -1.158 4.292
N -1.277 -0.820 3.527
H -1.023 -3.742 5.119
H -1.528 -4.429 6.655
H -0.987 -2.839 6.558
H -3.752 -3.392 6.526
H -3.384 -3.497 4.818
H -2.735 -0.959 6.337
H -3.915 -1.126 5.204
C -0.103 6.438 6.038
C -1.270 6.554 4.956
C -0.826 6.522 3.478
C -0.345 5.204 3.065
N 0.053 4.128 2.983
H 0.225 7.428 6.123
H 0.757 5.889 5.607
H -0.427 6.044 6.995
H -1.730 7.562 5.088
H -2.022 5.787 5.070
H -0.058 7.221 3.213
H -1.642 6.815 2.839
C 5.166 5.232 -3.558
C 4.248 4.351 -2.673
C 5.036 3.875 -1.487
C 4.413 2.766 -0.661
N 3.971 1.983 0.040
H 5.940 4.775 -4.115
H 5.587 6.039 -2.931
H 4.601 5.886 -4.252
H 4.032 3.447 -3.302
H 3.323 4.781 -2.274
H 5.160 4.572 -0.729
H 6.027 3.568 -1.785
C -0.366 -0.363 -4.797
C -1.827 0.108 -4.808
O -2.730 -0.613 -4.487
C -2.056 1.529 -5.233
H -0.233 -1.431 -4.599
H 0.188 0.187 -4.035
H 0.158 -0.171 -5.765
H -2.988 1.993 -4.875
H -2.102 1.452 -6.328
H -1.188 2.106 -4.947
C -4.714 2.496 1.028
C -4.655 1.263 1.917
O -4.009 1.192 2.910
C -5.346 0.017 1.481
H -4.512 2.309 -0.045
H -3.920 3.150 1.408
H -5.691 3.024 1.072
H -5.563 -0.072 0.469
H -6.330 0.056 2.010
H -4.742 -0.798 1.705
C 2.901 -1.152 -1.650
C 3.345 -0.539 -2.952
O 3.845 0.573 -3.061
C 2.954 -1.394 -4.162
H 3.353 -2.124 -1.466
H 1.788 -1.298 -1.751
H 3.132 -0.458 -0.808
H 1.951 -1.817 -4.030
H 3.555 -2.319 -4.032
H 3.210 -0.880 -5.063
C 1.372 -9.204 -2.086
C 2.369 -8.427 -2.758
O 2.336 -8.282 -3.963
C 3.554 -7.869 -2.017
H 0.374 -9.080 -2.470
H 1.411 -9.025 -1.000
H 1.609 -10.281 -2.192
H 4.050 -7.227 -2.753
H 4.249 -8.663 -1.736
H 3.313 -7.355 -1.095
C -1.371 6.198 -0.733
C -2.734 6.828 -0.853
O -3.468 6.714 0.105
C -3.262 7.321 -2.187
H -1.351 5.326 -1.442
H -1.156 5.830 0.276
H -0.544 6.854 -1.053
H -4.258 7.735 -2.079
H -3.154 6.619 -3.014
H -2.608 8.132 -2.383

The highest occupied orbital energy is -9.4 eV. Its total energy is -7098.7688 Ha. Its HOMO-LUMO gap is 8.786 eV. The calculation puts the max |F| at 0.111 hartree/bohr. As for the net charge: 0.

Results of the Löwdin charge analysis, in e, for atoms 1 through 99: atom 1 (Ba): 1.932, atom 2 (Al): 0.037, atom 3 (C): -0.613, atom 4 (F): 0.102, atom 5 (F): 0.060, atom 6 (F): 0.135, atom 7 (S): 0.404, atom 8 (O): -0.310, atom 9 (O): -0.321, atom 10 (O): -0.301, atom 11 (C): -0.554, atom 12 (F): 0.089, atom 13 (F): 0.070, atom 14 (F): 0.158, atom 15 (S): 0.606, atom 16 (O): -0.349, atom 17 (O): -0.557, atom 18 (O): -0.249, atom 19 (C): -0.574, atom 20 (F): 0.081, atom 21 (F): 0.094, atom 22 (F): 0.134, atom 23 (S): 0.375, atom 24 (O): -0.356, atom 25 (O): -0.382, atom 26 (O): -0.298, atom 27 (C): -0.593, atom 28 (F): 0.112, atom 29 (F): 0.139, atom 30 (F): 0.144, atom 31 (S): 0.642, atom 32 (O): -0.232, atom 33 (O): -0.272, atom 34 (O): -0.352, atom 35 (C): -0.565, atom 36 (F): 0.127, atom 37 (F): 0.154, atom 38 (F): 0.119, atom 39 (S): 0.634, atom 40 (O): -0.201, atom 41 (O): -0.203, atom 42 (O): -0.410, atom 43 (C): -0.086, atom 44 (C): -0.256, atom 45 (C): -0.192, atom 46 (C): -0.278, atom 47 (N): 0.168, atom 48 (H): 0.059, atom 49 (H): 0.075, atom 50 (H): 0.078, atom 51 (H): 0.097, atom 52 (H): 0.115, atom 53 (H): 0.138, atom 54 (H): 0.114, atom 55 (C): -0.111, atom 56 (C): -0.201, atom 57 (C): -0.109, atom 58 (C): -0.028, atom 59 (N): 0.290, atom 60 (H): 0.089, atom 61 (H): 0.096, atom 62 (H): 0.044, atom 63 (H): 0.104, atom 64 (H): 0.113, atom 65 (H): 0.107, atom 66 (H): 0.146, atom 67 (C): -0.093, atom 68 (C): -0.215, atom 69 (C): -0.126, atom 70 (C): 0.085, atom 71 (N): 0.285, atom 72 (H): 0.062, atom 73 (H): 0.076, atom 74 (H): 0.065, atom 75 (H): 0.134, atom 76 (H): 0.112, atom 77 (H): 0.149, atom 78 (H): 0.110, atom 79 (C): -0.072, atom 80 (C): -0.199, atom 81 (C): -0.169, atom 82 (C): -0.184, atom 83 (N): 0.113, atom 84 (H): 0.043, atom 85 (H): 0.075, atom 86 (H): 0.068, atom 87 (H): 0.115, atom 88 (H): 0.096, atom 89 (H): 0.093, atom 90 (H): 0.113, atom 91 (C): -0.094, atom 92 (C): -0.229, atom 93 (C): -0.170, atom 94 (C): -0.160, atom 95 (N): 0.070, atom 96 (H): 0.059, atom 97 (H): 0.077, atom 98 (H): 0.079, atom 99 (H): 0.116